No. 1
C47H35Br2N4ORuSb as an isolated structure, computed with wB97M-V/def2-TZVPD.

```
91
Properties=species:S:1:pos:R:3:mulliken_spin:R:1
Sb -2.40 -2.27 -0.08 0.6376
Ru 0.48 0.53 0.07 2.4108
Br 6.59 -3.03 0.03 0.0020
Br 1.29 -4.45 1.23 0.0034
O 0.77 -1.48 0.20 0.0691
N 0.48 2.34 -0.17 0.3161
N -2.83 1.57 -1.98 0.0221
N 2.55 0.44 0.05 0.0323
N -1.54 0.64 -0.44 -0.1404
C 3.02 -0.83 0.14 -0.0263
C -1.24 -4.01 3.81 0.0043
C -0.33 -4.43 -4.02 0.0034
C 1.14 5.48 1.58 0.0168
C 2.01 -1.83 0.33 -0.0010
C 5.28 -0.08 -0.23 0.0097
C 0.60 4.74 -3.55 -0.0111
C -6.20 -4.19 1.13 -0.0095
C -1.75 -3.82 2.54 0.0112
C 2.17 5.25 -1.32 0.0205
C 0.34 4.08 -2.36 0.0312
C 1.46 3.69 3.68 -0.0053
C 1.42 5.94 2.85 -0.0104
C -0.89 -1.57 2.53 -0.0601
C -6.87 -4.34 -0.08 0.0406
C 4.78 1.20 -0.37 -0.0096
C 4.40 -1.14 0.04 -0.0045
C -1.52 -3.28 -1.82 0.1149
C 4.78 -2.49 0.23 0.0240
C 3.84 -3.43 0.58 -0.0138
C 1.06 4.10 1.34 0.0638
C 1.63 5.66 -3.62 0.0246
C -6.29 -3.91 -1.26 -0.0135
C -2.46 1.45 0.20 -0.0566
C 2.42 5.91 -2.51 -0.0079
C 2.48 -3.12 0.65 0.0150
C -0.38 -1.77 3.80 0.0071
C 3.41 1.42 -0.20 0.0152
C -5.03 -3.32 -1.23 -0.0104
C -0.73 -4.40 -1.65 -0.0125
C -1.77 -2.76 -3.08 0.0049
C -1.57 -2.60 1.91 0.0887
C -0.11 -4.95 -2.76 0.0040
C -3.62 2.62 1.90 0.0117
C -1.19 -3.35 -4.18 0.0113
C 1.11 4.35 -1.23 0.0263
C 1.60 5.05 3.90 0.0280
C 1.20 3.22 2.41 0.0104
C -4.45 3.20 0.93 -0.0003
C -4.95 -3.59 1.16 0.0066
C -4.36 -3.18 -0.02 0.0702
C -1.79 0.76 -1.73 0.0717
C -0.55 -2.98 4.44 -0.0011
C -2.61 1.75 1.55 -0.0175
C -3.29 2.04 -0.77 0.0210
C 0.85 3.55 -0.01 -0.0224
C -4.29 2.94 -0.42 0.0106
H 1.51 7.01 3.02 0.0001
H 1.84 5.43 4.88 0.0009
H 4.15 -4.45 0.79 -0.0002
H -1.40 -2.97 -5.17 0.0001
H -0.59 -4.84 -0.67 0.0010
H -2.26 -4.63 2.04 -0.0020
H -6.80 -4.02 -2.20 -0.0004
H 1.82 6.18 -4.55 0.0009
H 0.16 -0.97 4.29 0.0009
H -3.21 1.80 -2.89 0.0004
H -3.78 2.87 2.93 -0.0003
H -0.45 3.35 -2.29 0.0048
H -0.74 -0.60 2.03 0.0874
H 0.17 -4.86 -4.87 0.0005
H -7.86 -4.77 -0.09 0.0019
H 5.43 2.03 -0.60 0.0004
H 1.11 2.14 2.23 0.0636
H -2.42 -1.90 -3.20 -0.0024
H -4.90 3.43 -1.16 0.0001
H 0.95 6.18 0.78 0.0011
H -1.22 0.25 -2.50 -0.0004
H 2.83 5.40 -0.47 -0.0010
H 3.23 6.61 -2.57 0.0003
H -0.01 4.53 -4.42 0.0000
H 6.34 -0.28 -0.32 0.0013
H -4.45 -3.46 2.11 0.0050
H -5.22 3.89 1.25 0.0000
H 3.02 2.42 -0.25 -0.0089
H 0.54 -5.80 -2.63 0.0000
H -0.15 -3.14 5.44 0.0002
H -1.93 1.33 2.29 0.0181
H -1.36 -4.96 4.30 0.0007
H -4.57 -2.99 -2.15 -0.0014
H 1.57 3.00 4.51 0.0004
H -6.65 -4.54 2.04 0.0001
```

Calculated values
<S²>	6.026
energy relative to the best compared isomer or geometry (same formula, charge and spin)	47.16	kcal per mole
charge	+2
2S+1	5
highest occupied orbital energy (alpha / beta)	-12.22 / -12.33	eV
frontier orbital gap (alpha / beta)	7.27 / 4.72	eV
electronic energy	-7588.878116	a.u.

***

No. 2
C47H35Cl2F3MnNO4P2SSi as an isolated structure, computed with wB97M-V/def2-TZVPD.

```
97
Properties=species:S:1:pos:R:3:mulliken_spin:R:1
Mn 0.46 0.20 -0.17 3.6492
Cl 1.87 1.87 -4.46 0.0010
Cl 2.63 -3.24 -5.70 0.0006
S 3.76 0.04 0.75 0.0044
P -1.30 -0.99 -0.95 -0.1511
P -0.61 2.23 0.46 -0.0903
Si -0.44 -0.53 2.01 -0.3193
F 5.65 1.30 -0.59 0.0003
F 4.26 0.17 -1.82 0.0002
F 3.67 2.07 -0.97 0.0003
O 2.28 0.11 0.35 0.0469
O 4.01 0.97 1.86 0.0040
O 0.69 0.82 -2.00 0.0623
O 1.71 2.37 2.05 0.0037
N 0.28 -1.69 -1.21 0.0087
C -1.25 2.19 2.14 -0.0342
C 2.15 -0.78 -4.88 -0.0013
C -0.29 -4.10 -1.16 -0.0038
C 2.72 5.32 0.17 -0.0088
C 0.96 -1.48 -2.50 0.0200
C -1.80 -1.77 1.60 -0.0349
C -4.27 3.21 -1.05 0.0031
C -0.76 -5.07 -0.10 -0.0045
C 0.61 3.53 0.34 -0.0241
C 0.53 -2.98 -0.59 0.0339
C 0.00 -5.67 0.80 0.0020
C 1.42 -5.46 1.03 -0.0016
C -4.29 -0.09 -3.46 0.0038
C -1.72 3.36 2.74 -0.0057
C -2.17 3.32 4.05 -0.0001
C 1.73 3.39 1.17 -0.0177
C 2.79 4.28 1.07 0.0051
C -2.83 -1.56 -4.68 0.0027
C 0.82 -1.30 3.15 -0.0315
C -3.26 2.83 -0.18 -0.0136
C -3.43 -0.12 -2.37 -0.0294
C 0.54 4.61 -0.55 -0.0042
C -3.99 -0.80 -4.61 -0.0098
C -1.69 2.83 -2.03 0.0160
C -2.13 2.12 4.75 -0.0006
C -1.96 2.65 -0.66 -0.0413
C -3.91 -3.49 0.90 0.0003
C -1.20 0.98 2.83 0.0242
C 1.70 0.21 -4.04 0.0125
C -2.27 -0.89 -2.44 -0.0086
C -3.26 -2.78 -0.09 -0.0184
C 1.12 -0.12 -2.81 -0.0064
C 1.22 -3.99 -3.17 0.0001
C 2.11 -4.34 0.77 0.0014
C -2.20 -1.94 0.27 -0.0467
C -2.47 -2.52 2.57 0.0021
C -1.96 -1.61 -3.59 -0.0128
C -1.65 0.97 4.15 -0.0004
C 1.59 -3.11 0.20 0.0218
C -4.00 3.41 -2.40 -0.0069
C 0.51 -4.71 -2.29 0.0001
C 4.38 0.97 -0.75 0.0079
C -2.71 3.22 -2.88 0.0038
C -3.51 -3.37 2.22 -0.0058
C 1.39 -2.53 -3.34 -0.0034
C 2.01 -2.11 -4.53 0.0043
C 1.59 5.51 -0.63 0.0026
H -3.56 -2.87 -1.13 0.0001
H -5.28 3.35 -0.67 -0.0001
H -1.60 0.06 4.74 -0.0001
H -2.47 2.09 5.78 -0.0002
H 1.74 -4.56 -3.92 -0.0003
H 0.32 -1.61 4.07 -0.0043
H 1.60 -0.58 3.41 0.0030
H -4.02 -3.93 2.99 -0.0009
H -1.82 -5.29 -0.11 -0.0005
H 1.28 -2.18 2.71 0.0123
H -5.19 0.50 -3.40 -0.0001
H -2.19 -2.44 3.61 -0.0003
H -4.78 3.73 -3.07 0.0000
H -4.73 -4.15 0.63 -0.0003
H 1.54 6.34 -1.32 -0.0001
H 2.62 2.00 2.16 0.0006
H -3.67 0.44 -1.48 -0.0061
H -0.69 2.66 -2.41 -0.0006
H 3.55 6.02 0.10 -0.0003
H 3.15 -4.31 1.07 0.0001
H 0.51 -5.79 -2.38 -0.0002
H -3.48 2.68 0.87 -0.0002
H 2.17 -2.22 0.38 -0.0079
H -0.47 -6.40 1.45 -0.0001
H 2.62 -0.52 -5.82 0.0004
H -0.32 4.74 -1.18 -0.0012
H 1.96 -6.27 1.52 0.0000
H 3.66 4.14 1.70 -0.0001
H -4.66 -0.77 -5.45 -0.0004
H -2.59 -2.12 -5.57 -0.0004
H -2.49 3.36 -3.93 -0.0001
H -2.53 4.22 4.52 -0.0001
H -1.06 -2.21 -3.65 -0.0055
H -1.72 4.30 2.19 0.0002
H -1.19 -3.67 -1.61 0.0016
```

Calculated values
<S²>	4.121
energy relative to the best compared isomer or geometry (same formula, charge and spin)	65.43	kcal per mole
charge	+1
2S+1	4
highest occupied orbital energy (alpha / beta)	-10.28 / -10.24	eV
frontier orbital gap (alpha / beta)	5.77 / 7.14	eV
electronic energy	-5908.944635	a.u.

***

No. 3
C47H35Cl2F3MnNO4P2SSi as an isolated structure, computed with wB97M-V/def2-TZVPD.

```
97
Properties=species:S:1:pos:R:3:mulliken_spin:R:1
Mn 0.12 0.38 0.75 3.5915
Cl 0.20 -3.30 6.58 0.0016
Cl -2.57 0.88 4.66 0.0027
S 1.44 2.31 2.25 0.0004
P -1.93 1.19 -0.38 -0.1124
P 1.72 0.39 -1.14 0.0344
Si -0.65 -1.68 -0.55 -0.2852
F 2.89 4.46 2.55 -0.0001
F 3.58 3.17 0.97 0.0000
F 3.91 2.61 3.04 -0.0001
O 0.79 2.66 0.98 0.0521
O -1.04 0.38 2.18 -0.0510
O 1.77 0.87 2.15 0.0464
O 0.83 2.75 3.45 0.0060
N 0.79 -1.52 1.78 0.0195
C -1.84 2.90 -0.95 -0.0565
C 0.84 -2.18 -1.58 -0.0343
C -4.06 -0.40 -3.48 0.0013
C 0.52 -2.36 4.04 -0.0011
C 1.53 -3.31 3.78 0.0027
C -4.11 2.22 1.11 -0.0134
C -5.20 2.06 1.96 0.0033
C -2.51 0.14 -1.73 0.0189
C -2.49 -2.05 -2.71 -0.0235
C -1.31 -3.14 0.42 -0.0372
C 0.69 2.13 -4.69 0.0013
C 1.94 -3.80 -3.00 -0.0015
C 1.57 2.95 -2.18 0.0021
C 5.63 1.55 -1.33 0.0015
C 0.99 3.47 -4.46 -0.0024
C 1.42 3.88 -3.20 0.0005
C -1.09 -1.24 5.45 -0.0090
C -0.16 -2.22 5.28 0.0162
C -1.62 5.23 -0.37 0.0035
C -1.61 3.90 0.00 -0.0107
C 2.88 -2.84 -3.36 -0.0012
C 0.19 -1.47 3.01 0.0228
C -4.77 -0.30 2.11 0.0051
C -3.52 -1.68 -3.56 -0.0040
C -3.57 0.50 -2.55 0.0005
C 5.39 0.16 0.61 0.0011
C 0.87 1.19 -3.68 -0.0061
C 1.79 -1.24 -1.95 0.0031
C -3.34 1.12 0.77 0.0029
C 1.73 -2.42 1.57 -0.0201
C 3.47 0.68 -0.74 -0.0688
C -2.08 4.59 -2.64 0.0039
C 1.33 1.60 -2.43 -0.0345
C 2.82 -1.57 -2.83 0.0005
C -1.87 5.58 -1.70 -0.0083
C -5.53 0.81 2.46 -0.0086
C -3.68 -0.14 1.27 -0.0228
C 6.19 0.92 -0.23 -0.0029
C 4.04 0.04 0.36 0.0000
C -1.98 -1.15 -1.77 -0.0215
C 4.28 1.42 -1.59 -0.0028
C 3.07 3.19 2.20 0.0007
C 2.13 -3.33 2.55 -0.0081
C -1.40 -0.35 4.41 0.0156
C -2.06 3.25 -2.28 -0.0078
C 0.93 -3.47 -2.11 -0.0167
C -0.77 -0.44 3.19 0.0007
H -3.88 3.20 0.73 -0.0016
H -1.99 -3.70 -0.22 -0.0008
H 2.91 -4.05 2.32 -0.0006
H -5.80 2.93 2.23 -0.0001
H 0.88 4.19 -5.26 0.0000
H 1.91 3.27 -1.21 0.0015
H -6.38 0.70 3.12 -0.0004
H -1.60 -1.13 6.40 -0.0003
H 3.68 -3.10 -4.05 0.0000
H -4.02 1.48 -2.46 0.0005
H 1.81 -4.01 4.55 0.0005
H 6.25 2.14 -1.99 -0.0003
H -1.88 -2.83 1.30 0.0035
H 0.21 -4.23 -1.82 -0.0002
H -3.09 -1.01 1.00 0.0172
H 7.25 1.03 -0.02 -0.0001
H 3.57 -0.83 -3.09 -0.0006
H 3.42 -0.54 1.04 0.0036
H -1.89 6.62 -1.98 -0.0001
H -2.26 4.86 -3.68 -0.0001
H -3.90 -2.38 -4.28 -0.0006
H -0.51 -3.80 0.76 -0.0011
H -1.43 3.63 1.04 -0.0046
H -1.44 6.00 0.37 0.0000
H -5.02 -1.28 2.49 0.0001
H 0.35 1.81 -5.67 -0.0002
H -2.20 2.49 -3.04 -0.0006
H 5.82 -0.33 1.48 0.0000
H 2.01 -4.80 -3.40 -0.0001
H 2.18 -2.44 0.58 -0.0008
H -4.88 -0.12 -4.12 -0.0002
H 0.67 0.15 -3.88 -0.0009
H 1.63 4.92 -3.01 -0.0003
H -2.09 -3.06 -2.77 -0.0016
H 3.86 1.92 -2.46 -0.0008
```

Calculated values
<S²>	4.086
energy relative to the best compared isomer or geometry (same formula, charge and spin)	0.00	kcal per mole
charge	+1
2S+1	4
highest occupied orbital energy (alpha / beta)	-10.41 / -10.51	eV
frontier orbital gap (alpha / beta)	6.38 / 7.32	eV
electronic energy	-5909.048907	a.u.